Record 1
Entry from the OMol25 dataset: a 2-piece molecular cluster, C2H8N2O2 overall (the ωB97M-V functional and the def2-TZVPD basis).

Its SMILES is NC=O.NCO.

```
! RIJCOSX wB97M-V def2-TZVPD def2/J DEFGRID3
* xyz 0 1
N -1.361 1.344 0.700
C -1.734 0.231 1.502
O -1.888 -1.009 0.782
H -2.115 1.603 0.070
H -0.542 1.156 0.129
H -2.667 0.443 2.015
H -0.928 0.050 2.215
H -1.253 -0.993 0.061
C 1.943 0.127 -1.470
N 2.134 -1.161 -1.120
O 0.937 0.766 -1.247
H 2.804 0.578 -1.991
H 1.618 -1.587 -0.367
H 3.052 -1.547 -1.279
*
```

=====

Record 2
Entry from the OMol25 dataset: C16H27AsAuF5NSeSi3 as an isolated structure in a non-equilibrium geometry (the ωB97M-V functional and the def2-TZVPD basis).

```
! RIJCOSX wB97M-V def2-TZVPD def2/J DEFGRID3
* xyz -1 1
Au 0.096 -2.138 0.038
N 3.152 -1.915 0.737
C 2.042 -1.945 0.432
Se -2.362 -1.833 -0.411
C 2.945 1.268 -1.508
Si 2.008 1.952 0.012
C 2.918 1.404 1.600
C 2.140 3.877 -0.039
As -0.037 0.776 -0.058
Si -1.174 1.481 1.868
C -3.073 1.326 1.743
C -0.531 0.290 3.222
C -0.773 3.299 2.338
Si -1.178 1.624 -1.936
C -0.687 3.423 -2.393
C -0.583 0.405 -3.291
C -3.091 1.607 -1.884
H 3.999 1.524 -1.515
H 2.509 1.624 -2.438
H 2.864 0.183 -1.493
H 3.957 1.719 1.611
H 2.900 0.319 1.659
H 2.443 1.799 2.495
H 3.181 4.188 -0.041
H 1.666 4.332 0.825
H 1.673 4.294 -0.924
H -3.321 0.409 1.212
H -3.515 2.157 1.201
H -3.544 1.273 2.722
H -0.837 -0.724 2.966
H -0.899 0.508 4.221
H 0.557 0.300 3.252
H -0.909 3.953 1.480
H 0.252 3.403 2.677
H -1.418 3.662 3.131
H 0.345 3.485 -2.719
H -0.810 4.080 -1.537
H -1.308 3.810 -3.194
H 0.506 0.383 -3.335
H -0.963 0.612 -4.289
H -0.916 -0.595 -3.006
H -3.494 2.435 -1.308
H -3.433 0.679 -1.435
H -3.512 1.660 -2.886
F -1.007 -4.431 2.136
C -0.478 -5.082 1.081
C 0.137 -4.361 0.072
C 0.656 -5.093 -0.983
F 1.264 -4.460 -2.009
C 0.567 -6.479 -1.048
F 1.056 -7.172 -2.101
C -0.055 -7.167 -0.015
F -0.158 -8.510 -0.061
C -0.581 -6.469 1.063
F -1.180 -7.152 2.063
*
```

=====

Record 3
Entry from the OMol25 dataset: a 14-piece molecular cluster, C5H35NO13 overall in a non-equilibrium geometry (the ωB97M-V functional and the def2-TZVPD basis).

```
! RIJCOSX wB97M-V def2-TZVPD def2/J DEFGRID3
* xyz 0 1
N -1.039 -0.745 -2.112
C -0.552 -1.282 -0.908
C -0.631 -2.535 -0.594
C -0.619 1.040 2.121
C -0.909 -0.107 1.260
C -0.115 -0.440 0.218
H -0.521 0.176 -2.251
H -1.040 -1.376 -2.931
H -0.714 -3.343 -1.339
H -0.256 -2.909 0.365
H 0.491 1.052 2.298
H -1.160 1.040 3.130
H -0.746 2.096 1.784
H -1.867 -0.733 1.537
H 0.895 -0.107 0.119
H 3.401 -0.815 -0.231
H 3.342 -1.901 0.787
O 3.653 -0.986 0.747
H -1.776 2.977 -0.784
H -1.707 1.423 -0.702
O -1.123 2.157 -0.773
H -3.219 -2.837 0.813
H -2.575 -2.486 2.041
O -3.345 -2.308 1.550
H 1.863 -3.433 1.659
H 1.452 -3.345 0.184
O 2.214 -3.470 0.828
H 0.728 2.225 0.061
H 1.515 3.402 0.553
O 1.603 2.540 0.170
H 2.103 -0.342 2.362
H 2.506 -1.451 3.188
O 1.855 -1.204 2.711
H -0.801 -2.192 3.864
H 0.170 -1.702 2.703
O -0.554 -2.327 2.921
H 1.548 0.780 -2.396
H 2.223 -0.465 -2.817
O 1.831 -0.016 -2.111
H -3.740 2.827 -0.358
H -3.760 3.117 -1.771
O -3.407 3.560 -0.909
H -2.758 -0.022 -1.163
H -3.245 -0.044 0.250
O -3.210 0.467 -0.510
H 0.713 0.741 -4.983
H -0.226 1.129 -3.796
O 0.012 0.433 -4.441
H -0.129 2.547 -2.286
H 1.288 2.890 -2.055
O 0.785 2.394 -2.615
H 3.618 0.737 1.447
H 2.752 1.849 1.223
O 3.184 1.328 1.938
*
```

=====

Record 4
Entry from the OMol25 dataset: a 3-piece molecular cluster, H6O3 overall in a non-equilibrium geometry (the ωB97M-V functional and the def2-TZVPD basis).

Its SMILES is O.O.O.

```
! RIJCOSX wB97M-V def2-TZVPD def2/J DEFGRID3
* xyz 0 1
O -0.943 -2.093 -0.373
H -1.277 -2.420 -1.136
H -1.718 -1.591 -0.035
O 0.661 1.974 1.459
H 0.725 1.431 0.767
H 0.560 2.728 1.048
O 1.008 0.033 -0.470
H 0.617 0.644 -0.985
H 0.371 -0.703 -0.272
*
```

=====

For each record above, in turn, the calculated HOMO values are -9.314, -3.864, -8.607, -11.154 eV.
For each record above, in turn, the calculated energy relative to the best compared isomer or geometry (same formula, charge and spin) values are 93.3, 126.7, 445.0, 127.9 kJ/mol.
For each record above, in turn, the calculated HOMO-LUMO gap values are 9.93, 5.26, 8.72, 11.59 eV.